Entry 1:
# C18H19ClN4O

An isolated molecule of C18H19ClN4O in a non-equilibrium geometry (ωB97M-V/def2-TZVPD, the Open Molecules 2025 dataset).

The geometry in XYZ format:
```
43
Properties=species:S:1:pos:R:3:forces:R:3:nbo_charge:R:1
C -2.4379 4.0619 1.5883 1.5 -1.1 -4.6 -0.40
N -2.7732 2.7015 1.0861 -0.1 -0.5 0.0 -0.45
C -2.5898 2.3077 -0.3270 -0.6 1.9 -0.3 -0.23
C -1.1710 1.9885 -0.7957 -0.6 -1.5 2.0 -0.24
N -0.6072 0.9672 0.1947 0.0 -0.5 -1.2 -0.51
C 0.2321 -0.1528 -0.2017 -1.3 2.6 -1.1 0.52
C -0.2612 -1.0405 -1.2444 1.4 -0.3 1.2 -0.26
C -1.5498 -1.0568 -1.7875 -1.5 -0.3 -0.6 -0.14
C -1.9926 -1.9539 -2.7736 2.3 3.3 3.3 -0.26
C -1.1796 -2.9071 -3.2852 3.2 -2.0 1.0 -0.18
C 0.1035 -3.0278 -2.7239 -2.3 0.4 -1.0 -0.23
C 0.5377 -2.1187 -1.7318 4.7 -0.5 2.1 0.31
N 1.7844 -2.4791 -1.2315 -3.5 -0.3 -3.9 -0.56
C 2.5634 -2.0974 -0.2450 -1.0 0.7 1.2 0.17
C 3.6116 -2.9536 -0.0222 1.1 -0.4 -0.2 -0.22
C 4.4666 -2.8110 1.0130 1.9 1.8 2.4 -0.19
C 4.2933 -1.7108 1.9623 -2.6 -2.7 -3.9 -0.15
Cl 5.4576 -1.5331 3.1310 0.9 0.7 1.5 0.05
C 3.1238 -0.9146 1.7336 3.0 0.9 4.0 -0.16
C 2.3362 -1.0396 0.6697 0.6 -1.0 -2.4 0.02
N 1.5311 0.0103 0.2240 -3.2 -0.2 -0.8 -0.12
O 2.0483 1.3046 0.3036 0.9 0.0 1.0 -0.53
C -0.9745 1.0817 1.6350 1.3 -0.6 0.3 -0.22
C -2.4147 1.5164 1.8604 0.5 1.1 0.4 -0.23
H -3.0440 4.7797 1.0044 0.3 -0.2 0.3 0.20
H -2.6378 4.1911 2.5753 -0.7 0.0 2.9 0.20
H -1.3545 4.2932 1.4096 -0.7 0.1 0.2 0.16
H -3.2917 1.5056 -0.5256 0.0 -0.4 0.1 0.20
H -2.9210 3.1331 -0.9722 -0.1 0.0 0.2 0.20
H -1.1908 1.5662 -1.8103 0.3 0.3 0.4 0.23
H -0.6770 2.9605 -0.7391 0.8 -0.2 -0.2 0.18
H -2.2333 -0.3327 -1.3937 -0.6 0.1 0.1 0.20
H -2.9640 -1.8950 -2.9869 -3.7 0.2 -1.2 0.20
H -1.6281 -3.6741 -3.8822 0.3 -0.3 -0.6 0.22
H 0.7852 -3.8320 -2.8989 0.2 -0.3 -0.4 0.24
H 3.8627 -3.6280 -0.8167 -0.3 -0.5 -0.1 0.23
H 5.4027 -3.4254 1.0608 -1.1 0.6 0.1 0.22
H 2.9849 -0.1009 2.4686 -0.1 -0.2 -0.7 0.22
H 1.5742 1.9281 -0.2626 -0.4 -0.7 -0.3 0.49
H -0.3833 1.8801 2.1520 0.2 -0.8 -0.4 0.18
H -0.7569 0.0435 2.0987 -0.3 1.8 -0.5 0.22
H -3.0950 0.7697 1.5552 -0.8 -1.2 -0.3 0.19
H -2.5705 1.6943 2.9316 0.1 0.0 -0.2 0.21
```
Positions in Å, forces in eV/Å.

Kohn-Sham gap = 5.05 eV
Energy above the lowest of the compared OMol25 structures with the same formula, charge and spin = 683.9 kJ/mol
Energy = -39498.14252 eV

---

Entry 2:
# C18H19ClN4O2S2

An isolated molecule of C18H19ClN4O2S2 in a non-equilibrium geometry (ωB97M-V/def2-TZVPD, the Open Molecules 2025 dataset).

The geometry in XYZ format:
```
46
Properties=species:S:1:pos:R:3:forces:R:3:nbo_charge:R:1
C -2.3540 4.3384 2.8333 -0.3 -0.3 -0.6 -0.69
S -2.5745 2.5149 2.4261 0.1 0.4 0.9 0.23
C -1.6278 2.3157 0.9520 0.3 0.3 0.1 0.33
N -1.3777 3.4207 0.3409 -0.4 -1.6 0.8 -0.52
C -0.7210 3.3182 -0.8364 1.2 3.3 -3.0 0.58
O -0.4477 4.3780 -1.4014 0.3 0.0 -0.3 -0.61
C -0.3934 2.0816 -1.4801 -0.6 -0.2 0.9 -0.38
S 0.3666 1.6667 -2.9932 -0.1 -0.5 0.7 0.41
C 0.2769 -0.0204 -2.4488 0.7 -1.8 -0.9 0.32
N 0.8841 -1.0975 -3.1607 -1.1 1.7 0.5 -0.44
C 1.5053 -0.9316 -4.5025 1.0 0.5 1.2 -0.24
C 1.2602 -2.1434 -5.3619 -0.1 -0.8 -0.2 -0.08
O 1.4745 -3.3942 -4.7015 0.2 0.2 0.6 -0.53
C 0.7757 -3.5084 -3.4416 1.7 -0.6 0.0 -0.07
C 1.1467 -2.3867 -2.4950 -1.6 0.1 -0.1 -0.24
N -0.3605 -0.2244 -1.3176 0.6 -0.2 -0.3 -0.56
C -0.6920 0.9795 -0.7680 0.6 -1.1 -0.3 0.37
N -1.2021 1.0632 0.5054 -1.3 -0.1 1.6 -0.41
C -1.5047 -0.1499 1.3184 0.7 -0.4 0.0 -0.24
C -0.6789 -0.3192 2.5972 1.0 0.3 0.9 -0.04
C -1.3692 -0.3325 3.8030 -1.0 0.1 0.3 -0.18
C -0.7354 -0.4458 5.0353 0.9 -0.1 -0.2 -0.22
C 0.6508 -0.6039 5.0826 0.0 -0.4 -0.7 -0.21
C 1.4237 -0.6670 3.8876 -2.1 0.8 -0.1 -0.05
Cl 3.1590 -0.8665 3.9854 -0.5 0.0 0.0 0.01
C 0.7598 -0.4681 2.6337 -0.6 -0.3 0.8 0.00
C 1.5054 -0.4870 1.3417 -0.3 -0.4 0.1 -0.65
H -2.7119 4.9489 2.0070 -0.1 -0.2 0.0 0.25
H -1.3285 4.6328 3.0057 0.4 -0.5 -0.1 0.23
H -2.9133 4.5830 3.7449 -0.1 -0.6 -0.3 0.23
H 2.6119 -0.8123 -4.3769 -0.7 0.1 0.0 0.19
H 1.1067 -0.0351 -5.0186 0.2 -0.5 0.4 0.22
H 1.9134 -2.1432 -6.2614 -0.4 0.0 0.7 0.21
H 0.2347 -2.0950 -5.6905 -0.7 -0.1 -0.3 0.17
H -0.2613 -3.5327 -3.6201 -1.6 0.2 -0.3 0.17
H 1.0288 -4.4908 -2.9583 0.1 0.8 -0.7 0.20
H 2.1764 -2.4780 -2.2323 1.0 0.1 0.2 0.20
H 0.5300 -2.5101 -1.5773 0.4 0.5 -0.6 0.24
H -1.3079 -1.0468 0.7264 -0.1 0.4 -0.4 0.25
H -2.5740 -0.1643 1.5539 0.2 0.1 0.1 0.22
H -2.4763 -0.2507 3.8101 0.8 0.1 -0.2 0.21
H -1.2783 -0.4142 5.9854 0.1 -0.1 -0.5 0.22
H 1.0674 -0.7668 6.0678 0.5 0.1 -0.2 0.23
H 2.5600 -0.6239 1.4726 0.5 -0.2 0.1 0.23
H 1.1004 -1.2703 0.7007 0.1 0.0 -0.1 0.23
H 1.3722 0.4389 0.8269 -0.1 0.7 -0.5 0.22
```
Positions in Å, forces in eV/Å.

Kohn-Sham gap = 8.59 eV
Energy above the lowest of the compared OMol25 structures with the same formula, charge and spin = 0.0 kJ/mol
Energy = -63222.24338 eV

---

Entry 3:
# C18H19ClN4S

An isolated molecule of C18H19ClN4S in a non-equilibrium geometry (ωB97M-V/def2-TZVPD, the Open Molecules 2025 dataset).

The geometry in XYZ format:
```
43
Properties=species:S:1:pos:R:3:forces:R:3:nbo_charge:R:1
C 0.5444 2.7821 1.6113 -0.1 0.0 -0.2 -0.62
C 0.1532 2.7907 0.1365 0.0 0.3 0.4 -0.21
N 0.2805 1.4795 -0.4436 0.1 -0.8 -0.4 -0.37
C -0.6539 0.4872 -0.5642 0.2 0.0 -0.1 0.34
C -2.0790 0.6053 -0.1580 -0.4 0.1 0.1 -0.26
N -2.7073 -0.6811 -0.2934 0.5 -0.1 -0.1 -0.61
C -4.0624 -0.8588 -0.3171 -0.4 0.0 0.1 0.29
C -4.5917 -2.0852 -0.7391 0.1 0.0 0.0 -0.29
C -5.9511 -2.3064 -0.7256 0.1 0.1 0.0 -0.17
C -6.8306 -1.3222 -0.2983 -0.1 0.1 0.1 -0.29
C -6.3049 -0.1134 0.1191 0.0 -0.3 -0.1 0.01
Cl -7.3738 1.1379 0.6611 -0.1 0.1 0.1 -0.01
C -4.9446 0.1337 0.1187 0.2 0.0 0.0 -0.35
N -0.1182 -0.5677 -1.1080 -1.2 -0.2 0.3 -0.31
N 1.1775 -0.3104 -1.3539 0.9 0.3 -0.2 -0.34
C 1.4153 0.9083 -0.9526 -0.1 0.0 0.0 0.17
S 2.9193 1.7634 -1.0509 0.4 0.3 -0.2 0.24
C 3.9969 0.3942 -1.6353 -0.4 0.2 0.1 -0.54
C 4.4723 -0.4302 -0.4856 0.1 -0.1 0.1 0.04
C 3.7877 -1.5827 -0.1183 0.0 0.0 -0.1 -0.24
C 4.2166 -2.3299 0.9644 0.0 0.0 0.1 -0.19
C 5.3282 -1.9338 1.6891 0.0 -0.1 0.1 -0.22
C 6.0108 -0.7834 1.3302 0.1 0.1 0.0 -0.21
C 5.5834 -0.0333 0.2498 -0.1 -0.1 0.0 -0.24
H -0.0878 2.0983 2.1736 0.0 0.0 0.1 0.21
H 1.5799 2.4686 1.7208 0.1 0.0 0.0 0.22
H 0.4364 3.7802 2.0254 0.0 0.1 0.1 0.22
H -0.8814 3.1210 0.0133 0.1 0.0 -0.1 0.21
H 0.8099 3.4668 -0.4189 -0.2 0.0 0.0 0.22
H -2.1393 0.9519 0.8850 0.0 0.1 -0.1 0.20
H -2.5719 1.3638 -0.7914 0.0 -0.1 0.1 0.20
H -2.1371 -1.3659 -0.7686 0.0 0.0 0.0 0.42
H -3.9157 -2.8568 -1.0761 0.1 -0.1 0.0 0.21
H -6.3411 -3.2576 -1.0551 0.0 -0.1 0.0 0.22
H -7.8948 -1.4905 -0.2891 -0.1 0.0 0.0 0.23
H -4.5819 1.0884 0.4624 0.0 0.1 0.0 0.22
H 3.3919 -0.1809 -2.3329 0.1 0.0 -0.1 0.26
H 4.8187 0.8929 -2.1482 -0.1 0.0 0.0 0.23
H 2.9143 -1.8794 -0.6794 0.0 0.0 0.0 0.24
H 3.6799 -3.2247 1.2430 0.0 -0.1 0.0 0.21
H 5.6617 -2.5188 2.5335 0.0 0.0 0.1 0.21
H 6.8772 -0.4691 1.8934 0.1 0.0 0.0 0.21
H 6.1123 0.8681 -0.0268 0.1 0.1 0.0 0.21
```
Positions in Å, forces in eV/Å.

Kohn-Sham gap = 8.48 eV
Energy above the lowest of the compared OMol25 structures with the same formula, charge and spin = 0.0 kJ/mol
Energy = -48292.77949 eV

---

Entry 4:
# C18H19ClOPTl

A structure of composition C18H19ClOPTl in a non-equilibrium geometry (ωB97M-V/def2-TZVPD, the Open Molecules 2025 dataset).

The geometry in XYZ format:
```
41
Properties=species:S:1:pos:R:3:forces:R:3:lowdin_charge:R:1
Tl 3.1284 0.9579 -1.3299 0.9 0.2 0.7 0.90
Cl 5.5945 1.1233 -0.4623 -1.0 -0.3 -0.3 0.01
P 0.5997 -0.1379 0.1648 -3.1 -1.6 0.4 1.09
C -0.3127 -0.7834 -1.2914 1.0 0.3 -0.4 -0.40
C -1.4911 -0.1969 -1.7724 0.2 0.2 -0.4 -0.08
C -1.9741 -0.5886 -3.0307 -0.1 0.0 0.2 -0.05
C -1.2956 -1.5246 -3.8241 -0.1 0.0 0.4 -0.02
C -0.1189 -2.1058 -3.3400 0.1 -0.2 0.3 -0.04
C 0.3713 -1.7341 -2.0874 -0.1 0.1 -0.1 -0.12
C 0.4617 -1.5474 1.3717 -0.3 1.4 0.0 -0.29
C 0.9574 -1.3908 2.6874 0.3 -0.4 0.8 -0.05
C 0.9427 -2.4720 3.5826 -0.1 1.3 -0.5 -0.01
C 0.3956 -3.7104 3.1868 -0.1 0.2 0.2 0.02
C -0.2984 -3.8133 1.9729 -0.1 0.9 -0.6 -0.01
C -0.3183 -2.6974 1.1187 0.1 -1.6 -0.6 -0.04
C -0.4131 1.2370 0.8433 0.8 1.1 0.0 -0.37
C 0.1402 2.5432 0.9253 -0.1 -0.6 0.2 -0.09
C -0.5492 3.5822 1.5645 0.0 -0.2 -0.2 -0.04
C -1.8329 3.3421 2.0767 0.3 -0.2 -0.4 -0.02
C -2.4160 2.0767 1.9019 0.1 -0.2 -0.1 -0.03
C -1.7268 1.0167 1.2887 0.0 0.0 0.6 -0.08
H 1.2374 -0.3799 2.9982 0.4 -0.5 0.1 0.12
H 1.2790 -2.3015 4.6093 0.0 -0.2 -0.4 0.13
H 0.4120 -4.5442 3.8923 0.1 0.2 -0.3 0.14
H -0.8429 -4.7290 1.7041 0.2 0.6 0.2 0.14
H -0.9536 -2.7187 0.2366 0.3 -0.2 0.0 0.11
H -1.9690 0.6021 -1.1957 0.0 -0.4 -0.4 0.10
H -2.8952 -0.1442 -3.4043 0.2 -0.1 0.1 0.12
H -1.6863 -1.8229 -4.8071 0.2 0.3 0.5 0.13
H 0.4006 -2.8596 -3.9378 -0.1 0.3 0.2 0.13
H 1.3142 -2.1406 -1.7119 -0.2 -0.1 -0.2 0.11
H 1.1442 2.6911 0.5150 -0.3 0.2 0.3 0.08
H -0.0980 4.5765 1.6680 -0.2 -0.5 -0.1 0.13
H -2.3645 4.1604 2.5822 0.2 -0.6 -0.2 0.13
H -3.4255 1.8887 2.2692 0.3 0.1 -0.1 0.12
H -2.1910 0.0232 1.2085 0.2 0.5 0.1 0.13
H -1.3299 2.3320 -3.3562 0.0 0.3 0.3 0.03
H -1.3365 2.8202 -2.7839 0.0 -0.2 -0.3 0.04
O 4.0990 3.2875 -2.0694 0.6 -1.0 1.7 -0.18
H 4.7001 2.9166 -2.7298 0.1 0.3 -0.4 0.04
H 4.6613 3.1659 -1.2343 -0.8 0.7 -1.4 -0.01
```
Positions in Å, forces in eV/Å.

Charge = +2
Kohn-Sham gap (alpha / beta) = 4.79 / 4.62 eV
Energy = -47507.33852 eV

---

Entry 5:
# C18H19F9NO6

A cluster of 2 separate species, C18H19F9NO6 in total (ωB97M-V/def2-TZVPD, the Open Molecules 2025 dataset).

The geometry in XYZ format:
```
53
Properties=species:S:1:pos:R:3:forces:R:3:nbo_charge:R:1
C 5.9695 1.2949 -1.0436 0.2 -0.3 0.2 -0.61
C 4.9918 0.1283 -1.0344 -0.1 0.0 0.0 -0.39
C 3.7881 0.3642 -1.9533 0.4 -0.1 0.4 -0.39
C 2.6464 -0.6387 -1.6663 0.2 0.0 -0.1 -0.44
C 1.2780 -0.0590 -1.8948 0.4 -0.2 -0.3 0.08
C 0.7041 -0.1578 -3.1672 0.0 0.1 0.3 -0.07
C 1.4145 -0.8401 -4.2958 -0.2 -0.1 -0.3 0.79
O 2.4855 -0.5512 -4.6945 0.0 0.0 0.0 -0.43
O 0.6198 -1.7609 -4.9887 0.3 -0.1 0.2 -0.53
C 0.1246 -2.8221 -4.2762 -0.2 -0.1 0.0 1.17
F -0.1567 -3.7942 -5.1172 0.0 0.3 0.3 -0.27
F -0.9952 -2.4812 -3.6059 0.2 -0.2 -0.2 -0.32
F 1.0188 -3.2432 -3.3666 -0.2 0.1 -0.2 -0.31
C -0.5267 0.4012 -3.4361 0.1 -0.1 -0.2 -0.16
C -1.1932 1.0414 -2.4300 -0.3 0.0 -0.5 0.06
N -0.6586 1.1032 -1.2180 -0.1 0.0 0.6 0.05
O -1.4462 1.7387 -0.2950 0.1 0.1 -0.2 -0.32
C -2.2985 0.8085 0.4555 -0.3 -0.3 0.4 -0.09
C -3.6447 1.4641 0.6926 0.1 -0.5 -0.4 -0.65
C 0.5558 0.5976 -0.9040 0.0 0.1 -0.1 0.15
C 1.1334 0.7247 0.5110 -0.1 0.1 0.4 0.61
F 2.4296 1.0732 0.3999 -0.2 0.0 0.1 -0.29
F 0.5339 1.6776 1.2371 0.1 -0.1 -0.2 -0.28
C 1.0394 -0.6442 1.3244 -0.1 0.2 0.3 0.92
F 0.2561 -0.4779 2.3917 0.3 -0.2 -0.4 -0.29
F 0.5039 -1.6063 0.5515 0.1 0.2 0.2 -0.31
F 2.2478 -1.0257 1.7189 -0.3 0.0 -0.1 -0.28
H 5.5723 2.1328 -0.4767 -0.1 0.2 -0.1 0.21
H 6.8896 0.9968 -0.5438 0.1 0.0 0.0 0.22
H 6.2422 1.6089 -2.0478 -0.1 0.1 -0.1 0.21
H 5.4962 -0.7927 -1.3261 0.0 -0.1 -0.1 0.21
H 4.6600 -0.0302 -0.0084 -0.1 0.0 0.1 0.20
H 4.1321 0.2453 -2.9760 -0.2 0.2 -0.2 0.23
H 3.4557 1.3910 -1.8156 -0.1 0.1 -0.1 0.20
H 2.7813 -1.4916 -2.3217 -0.1 -0.2 -0.1 0.24
H 2.7525 -1.0289 -0.6607 -0.1 0.0 0.1 0.23
H -0.9761 0.3252 -4.4126 -0.1 0.0 -0.1 0.27
H -2.1666 1.4807 -2.5663 -0.1 0.2 0.2 0.27
H -2.3848 -0.1238 -0.1007 0.0 0.0 -0.2 0.18
H -1.8241 0.5854 1.4056 0.3 0.2 0.1 0.21
H -3.5533 2.5430 0.6317 -0.1 0.1 0.1 0.24
H -3.9757 1.1717 1.6807 -0.1 0.2 0.1 0.26
H -4.3728 1.1007 -0.0285 -0.1 0.2 -0.2 0.21
C -4.2071 -0.6287 6.4144 0.1 -0.1 0.1 -0.13
C -5.4377 -0.6268 5.5319 0.0 0.1 0.0 0.45
O -5.1769 0.4607 4.6521 0.1 -0.2 -0.1 -0.49
C -3.8346 0.6298 4.5793 0.0 0.2 0.1 0.98
O -3.2860 1.3157 3.7765 0.0 -0.1 0.0 -0.59
O -3.2116 -0.0867 5.5333 0.0 0.0 0.0 -0.48
F -6.5703 -0.3812 6.2189 0.0 0.1 0.0 -0.31
H -4.3374 0.0374 7.2674 -0.1 0.0 0.0 0.21
H -3.9143 -1.6160 6.7577 0.1 0.0 -0.1 0.22
H -5.5739 -1.5337 4.9406 -0.1 0.0 0.0 0.16
```
Positions in Å, forces in eV/Å.

Charge = +1
Kohn-Sham gap = 8.82 eV
Energy = -57199.06633 eV

---

Entry 6:
# C18H19FN2O3S

An isolated molecule of C18H19FN2O3S in a non-equilibrium geometry (ωB97M-V/def2-TZVPD, the Open Molecules 2025 dataset).

The geometry in XYZ format:
```
44
Properties=species:S:1:pos:R:3:forces:R:3:nbo_charge:R:1
O 1.4757 1.6620 -0.0635 0.0 0.3 0.1 -0.64
C 1.6446 0.5188 -0.4385 0.5 -0.1 -0.4 0.70
N 2.4315 -0.3644 0.1936 0.2 -0.2 0.2 -0.60
C 2.9776 -0.0848 1.5124 0.0 0.3 0.0 -0.26
C 3.0692 -1.3367 2.3363 0.1 0.0 0.0 0.04
C 1.9268 -2.0991 2.5573 0.0 0.0 0.0 -0.25
C 2.0007 -3.2612 3.3040 -0.1 0.0 0.0 -0.19
C 3.2111 -3.6704 3.8399 0.0 -0.1 0.1 -0.22
C 4.3497 -2.9132 3.6257 0.1 -0.1 0.1 -0.21
C 4.2796 -1.7529 2.8734 -0.1 0.1 0.0 -0.24
C 1.0808 0.0003 -1.7658 0.2 0.6 0.0 -0.15
C 0.5920 1.1122 -2.7104 0.1 0.0 0.1 -0.42
C -0.5752 0.4788 -3.4853 0.0 -0.1 -0.1 -0.43
C -0.6995 -0.9388 -2.8964 -0.4 -0.1 -0.6 -0.24
N -0.0564 -0.8934 -1.5976 -0.5 -0.1 0.9 -0.65
S -1.1225 -0.6708 -0.3266 -0.2 -0.4 0.1 2.33
O -2.0478 -1.7607 -0.4207 -0.2 0.2 -0.3 -0.94
O -0.3365 -0.5564 0.8653 0.0 0.4 -0.1 -0.95
C -2.0567 0.8456 -0.5751 0.4 -0.7 0.1 -0.37
C -1.5525 2.0560 -0.1377 0.0 0.2 0.1 -0.17
C -2.2964 3.2085 -0.3297 -0.1 0.0 -0.1 -0.28
C -3.5309 3.1084 -0.9496 0.1 -0.1 0.0 0.43
F -4.2550 4.2257 -1.1431 0.1 -0.1 0.0 -0.32
C -4.0515 1.8961 -1.3732 0.0 0.2 0.0 -0.29
C -3.2990 0.7517 -1.1758 -0.1 0.0 -0.1 -0.16
H 2.3986 -1.3332 -0.0837 0.0 0.1 -0.1 0.40
H 3.9669 0.3739 1.3973 -0.1 0.0 0.2 0.20
H 2.3147 0.6455 1.9887 0.1 0.0 -0.1 0.23
H 0.9854 -1.7686 2.1437 -0.1 0.0 0.0 0.25
H 1.1093 -3.8473 3.4715 -0.1 0.0 0.0 0.21
H 3.2668 -4.5766 4.4251 0.0 -0.1 0.0 0.21
H 5.2955 -3.2272 4.0425 0.1 0.0 0.0 0.21
H 5.1712 -1.1648 2.7069 0.1 0.1 0.0 0.21
H 1.8671 -0.5891 -2.2592 -0.1 0.1 0.1 0.21
H 0.2659 1.9670 -2.1178 0.1 0.0 -0.1 0.24
H 1.3952 1.4421 -3.3664 0.0 0.1 0.0 0.22
H -0.3753 0.4369 -4.5544 -0.1 0.0 0.0 0.22
H -1.4948 1.0433 -3.3339 0.0 0.0 0.0 0.22
H -1.7234 -1.2820 -2.7683 0.0 -0.1 -0.2 0.23
H -0.1613 -1.6636 -3.5147 -0.1 0.0 0.1 0.20
H -0.5851 2.0924 0.3382 0.1 0.1 0.0 0.28
H -1.9336 4.1703 -0.0048 0.0 0.1 0.0 0.24
H -5.0236 1.8611 -1.8386 -0.1 0.0 0.0 0.24
H -3.6694 -0.2193 -1.4636 -0.1 -0.1 -0.1 0.25
```
Positions in Å, forces in eV/Å.

Kohn-Sham gap = 9.80 eV
Energy above the lowest of the compared OMol25 structures with the same formula, charge and spin = 33.9 kJ/mol
Energy = -41650.01186 eV